[1]
This record from the Open Molecules 2025 dataset describes C3H7N3S in the gas phase at a distorted geometry. The level of theory is ωB97M-V/def2-TZVPD.

```
14
Properties=species:S:1:pos:R:3:forces:R:3
C 0.290132 -0.591252 0.570593 -1.3 2.9 0.9
C -0.842975 -0.401400 -0.228110 1.7 1.6 0.0
C -1.276583 0.999874 -0.783042 -0.9 0.4 0.3
H 1.216052 -2.063896 1.763633 -1.3 2.0 -0.2
H -0.432942 -2.130331 2.049489 2.1 3.1 -1.6
H 1.447347 1.080418 -0.379210 -1.1 -2.8 3.4
H 1.737214 0.799936 1.486345 -1.6 -1.7 -2.4
H -1.554691 -1.169892 -0.146374 -1.2 -0.6 -0.1
H -2.305883 1.341863 -0.341096 1.9 -0.6 -0.8
H 0.221354 -0.045829 -2.260624 0.9 0.7 -0.3
N 0.384160 -1.373019 1.767321 -0.6 -4.7 0.3
N 1.247676 0.407452 0.585888 2.5 2.9 -1.4
N -0.759106 1.867963 -1.634279 -0.8 -2.3 2.0
S 0.628244 1.278114 -2.450534 -0.5 -0.8 0.0
```
Positions in Å, forces in eV/Å.

The total charge is 0. Its SMILES is NC(N)=C/C=N\S. The HOMO-LUMO gap comes out at 8.69 eV. The value obtained for the relative energy (zero: lowest compared OMol25 entry of this formula, charge and spin) is 346.9 kJ/mol. For the LUMO energy, the calculation gives 0.704 eV. As for the total energy: -680.85013 Eh.


[2]
This record from the Open Molecules 2025 dataset describes a gas-phase ion, C5H13NO2 (charge +1) at a distorted geometry. The level of theory is ωB97M-V/def2-TZVPD.

```
21
Properties=species:S:1:pos:R:3:forces:R:3
C 1.375426 0.851229 -1.268812 0.2 -0.3 0.2
C 0.590391 0.086029 -0.057101 1.7 0.8 -3.1
C -0.457505 1.171057 0.439223 0.2 1.6 0.1
C -1.343037 0.779952 1.590267 -0.1 -2.6 1.1
O 0.390574 2.160854 1.064315 -0.6 0.3 -2.5
N -0.025973 -0.905973 -0.947441 -2.9 1.2 3.4
C -0.457177 -2.137614 -0.257281 0.0 -1.7 -0.7
O 0.671042 -2.849654 0.126111 0.6 0.4 -0.3
H 2.211571 1.488311 -1.043892 0.6 -0.1 1.1
H 0.705187 1.602402 -1.713412 -0.2 -0.8 -0.4
H 1.776736 0.102879 -1.996596 -0.6 0.8 0.4
H 1.216939 -0.217582 0.786543 -0.2 -0.7 -0.5
H -0.877080 1.447801 -0.584956 -0.3 0.5 1.8
H -0.665725 0.831651 2.530146 -1.7 0.3 -1.4
H -1.509062 -0.300086 1.476202 0.0 -0.2 0.2
H -2.435855 1.046716 1.700738 1.6 0.9 -0.2
H 0.572650 2.834750 0.370785 0.2 -0.3 0.8
H -0.763487 -0.345780 -1.462678 1.0 -1.4 -0.1
H -1.063110 -1.870459 0.607488 0.4 0.6 0.5
H -1.184398 -2.840956 -0.711364 0.5 0.8 -1.2
H 1.271892 -2.935526 -0.648284 -0.6 -0.2 0.7
```
Positions in Å, forces in eV/Å.

The total charge is +1. The HOMO-LUMO gap (alpha / beta) comes out at 12.11 / 6.74 eV. As for the spin multiplicity: 2. As for the expectation value of S²: 0.755. The value obtained for the relative energy (zero: lowest compared OMol25 entry of this formula, charge and spin) is 279.4 kJ/mol. For the LUMO energy (alpha / beta), the calculation gives -3.104 / -8.340 eV. As for the total energy: -403.13739 Eh.


Question: Which of these has the highest relative energy (zero: lowest compared OMol25 entry of this formula, charge and spin)?
Answer: C3H7N3S